Model one:
DFT (ωB97M-V/def2-TZVPD) results for a gas-phase ion, C10H19N2 (charge +1).

## Properties
Total charge: +1
Structure (SMILES): CC1=C[C@H]([NH3+])[C@](C)(N)C(C)=C1C
LUMO energy, eV: -2.961
Kohn-Sham gap, eV: 9.027

Positions of all 31 atoms, in Å:
1 N 1.4653 2.0010 0.4866
2 N -0.0874 2.1452 -1.3937
3 C -0.2881 1.1088 2.2026
4 C -0.8294 1.5775 -0.1974
5 C -1.2513 -0.8390 -0.7445
6 C -1.7205 0.4183 -0.7023
7 C 0.2826 1.1416 0.7226
8 C 0.8159 -0.3443 0.4335
9 C 2.1559 -0.7124 0.9436
10 C -2.1484 -1.9546 -1.2282
11 C 0.5014 -2.6024 -0.7066
12 C 0.1222 -1.1884 -0.3419
13 H -1.9564 -2.8898 -0.5609
14 H 1.5657 -2.8635 -0.3718
15 H -0.6354 2.7415 -2.0688
16 H 2.4168 0.0735 1.6986
17 H 0.3800 -2.8119 -1.7731
18 H -0.6726 2.1141 2.2520
19 H -0.0092 -3.3761 -0.1665
20 H -3.2868 -1.6699 -1.2604
21 H -1.0273 0.3120 2.3652
22 H -1.8863 -2.0892 -2.3360
23 H -1.5609 2.3198 0.0538
24 H -2.8084 0.6853 -0.8410
25 H 0.6304 2.5753 -0.7702
26 H 2.9450 -0.9449 0.2999
27 H 0.3904 1.5077 -1.9510
28 H 1.5940 2.6818 1.1542
29 H 0.5025 1.0421 2.8429
30 H 2.1550 -1.6062 1.5636
31 H 2.2453 1.4472 0.3951

Model two:
DFT (ωB97M-V/def2-TZVPD) results for 2 unconnected molecules or ions with the total composition C10H19N2.

## Properties
Total charge: +1
LUMO energy, eV: -3.862
Kohn-Sham gap, eV: 10.343

Positions of all 31 atoms, in Å:
1 N 0.1586 -1.1524 -1.6547
2 N 1.7550 -2.5168 -0.8491
3 C 0.5464 -0.0224 -1.3714
4 C -2.1365 0.4341 -0.2037
5 C -0.0900 -0.2125 1.0701
6 C 0.9163 0.3180 0.0887
7 C 0.9868 1.0812 -2.2644
8 C -0.6287 -2.0389 -2.0828
9 C -1.0092 2.1539 1.3314
10 C 2.5120 -3.2369 -0.3625
11 C -1.3415 0.6429 1.1328
12 C 0.6107 -0.0782 2.4372
13 H -1.8985 0.0846 1.9164
14 H -0.2677 2.7465 0.7029
15 H -0.6723 2.2012 2.2857
16 H 1.2042 0.8228 2.4907
17 H 0.1736 1.7164 -2.5020
18 H -1.6713 -1.7081 -1.9195
19 H -2.6797 -0.5987 -0.0140
20 H 1.3604 0.6308 -3.1075
21 H -0.1368 0.1748 3.3136
22 H -0.3505 -1.1532 0.8210
23 H -1.4293 0.4842 -1.0916
24 H 0.8701 1.5067 0.0849
25 H -1.9467 2.5719 1.3188
26 H 1.9310 -0.1815 0.2703
27 H 1.3205 -0.9426 2.7942
28 H 1.6862 1.7155 -1.7932
29 H -0.0585 -2.8830 -2.5636
30 H -2.9218 1.2706 -0.4407
31 H 3.2074 -3.8309 0.1622

Most stable: model one (next structure +70.9 kcal/mol)

Model one:
DFT (ωB97M-V/def2-TZVPD) results for a single S2 molecule.

## Properties
LUMO energy, eV: -4.219
Kohn-Sham gap, eV: 5.506

Positions of all 2 atoms, in Å:
1 S -1.0880 -0.5953 -0.3542
2 S 1.0880 0.5953 0.3542

Model two:
DFT (ωB97M-V/def2-TZVPD) results for a single S2 molecule.

## Properties
LUMO energy, eV: -2.860
Kohn-Sham gap, eV: 5.735

Positions of all 2 atoms, in Å:
1 S -0.3835 0.0622 0.9192
2 S 0.3835 -0.0622 -0.9192

Model three:
DFT (ωB97M-V/def2-TZVPD) results for a single S2 molecule.

## Properties
LUMO energy, eV: -2.624
Kohn-Sham gap, eV: 5.754

Positions of all 2 atoms, in Å:
1 S 0.0000 0.0000 0.9598
2 S 0.0000 0.0000 -0.9598

Most stable: model three (next structure +3.7 kcal/mol)

Model one:
DFT (ωB97M-V/def2-TZVPD) results for 4 unconnected molecules or ions with the total composition C4H16O3.

## Properties
Structure (SMILES): CC(C)C.O.O.O
LUMO energy, eV: 0.637
Kohn-Sham gap, eV: 11.063

Positions of all 23 atoms, in Å:
1 O 2.9948 -5.9649 -1.2609
2 O -3.4174 5.7884 0.0125
3 O 1.2067 0.8383 3.7064
4 C 0.2631 1.0502 0.0883
5 C 0.6199 -1.3869 -0.3112
6 C -1.2871 -0.3014 -1.4576
7 C -0.4023 -0.2760 -0.0768
8 H -2.2565 0.1970 -1.0296
9 H 1.0857 -1.1743 -1.2740
10 H -1.2006 -0.3689 0.6989
11 H -0.6507 0.2191 -2.2686
12 H 1.1315 -0.0367 4.1499
13 H -2.6505 5.4231 -0.4602
14 H 1.3394 1.5036 4.4696
15 H 3.2413 -5.6056 -2.1752
16 H -1.5249 -1.2897 -1.7666
17 H 1.5064 -1.4741 0.2903
18 H 2.6424 -5.2449 -0.8271
19 H 0.6570 1.4388 1.0043
20 H -0.0537 -2.2983 -0.1370
21 H 1.2759 1.0044 -0.4228
22 H -0.3118 1.9083 -0.4830
23 H -4.2086 6.0505 -0.4697

Model two:
DFT (ωB97M-V/def2-TZVPD) results for 4 unconnected molecules or ions with the total composition C4H16O3.

## Properties
Structure (SMILES): CC(C)C.O.O.O
LUMO energy, eV: 0.686
Kohn-Sham gap, eV: 11.081

Positions of all 23 atoms, in Å:
1 O -1.1895 -3.1471 1.0832
2 O 1.9729 1.7890 2.7481
3 O -1.7880 0.6407 -3.3527
4 C 0.0557 -0.0382 -0.4724
5 C 0.8916 1.0291 -1.1847
6 C -0.8403 0.7104 0.5801
7 C 0.9904 -0.9094 0.3736
8 H 1.9490 -0.4132 0.5412
9 H 0.2003 1.8293 -1.4478
10 H -0.6644 -0.6327 -0.9989
11 H -1.9124 -3.4045 1.6720
12 H -1.2155 -0.1358 1.1945
13 H 1.1579 -1.9876 0.2924
14 H 0.5308 -0.9635 1.4370
15 H 1.3647 0.8621 -2.1331
16 H -1.0810 -3.9488 0.5576
17 H -1.6295 1.2112 -0.0142
18 H 1.9342 2.5324 3.3662
19 H -0.2132 1.4525 1.2422
20 H -1.3940 -0.2348 -3.2785
21 H 1.5419 1.4896 -0.4046
22 H -1.0522 1.2615 -3.2825
23 H 2.1357 2.3057 1.9438

Model three:
DFT (ωB97M-V/def2-TZVPD) results for 4 unconnected molecules or ions with the total composition C4H16O3.

## Properties
Structure (SMILES): CC(C)C.O.O.O
LUMO energy, eV: 0.574
Kohn-Sham gap, eV: 11.716

Positions of all 23 atoms, in Å:
1 O -0.7578 -3.6365 -1.4757
2 O 0.9556 -3.7800 0.6428
3 O 2.1551 5.1995 0.5505
4 C -0.0521 1.9448 0.3778
5 C -0.7577 0.3507 -1.2691
6 C -1.5173 -0.1094 1.0965
7 C -0.3417 0.4416 0.2422
8 H -0.7061 -0.7462 -1.5446
9 H 1.3872 4.7390 0.3040
10 H -2.4257 0.3958 0.6354
11 H -1.0564 2.5923 0.4067
12 H -1.7387 -1.1415 1.1424
13 H -0.7659 -4.4476 -2.0094
14 H 0.4817 2.3135 1.2918
15 H -1.3839 0.1810 2.2202
16 H 1.1674 -2.9243 1.0867
17 H -0.1329 0.9135 -2.0605
18 H 0.4943 -0.2578 0.4502
19 H 0.0124 -3.5287 0.3503
20 H 0.5307 2.1046 -0.4346
21 H 0.1684 -3.6966 -1.2362
22 H -1.8022 0.8141 -1.4084
23 H 2.9592 4.6574 0.3801

Most stable: model two (next structure +5.4 kcal/mol)

Model one:
DFT (ωB97M-V/def2-TZVPD) results for a single C3H6BN molecule.

## Properties
Structure (SMILES): B/C=N\C=C
LUMO energy, eV: -0.561
Kohn-Sham gap, eV: 8.728

Positions of all 11 atoms, in Å:
1 N -0.5934 -0.9462 0.3983
2 C -0.6557 -0.9929 -0.8647
3 C -0.3262 0.4551 2.3051
4 C -0.2157 0.2414 1.0260
5 B 0.2227 -0.2335 -2.0010
6 H 1.4373 -0.4104 -1.8233
7 H -0.1804 1.5097 2.5547
8 H 0.0229 1.0448 0.4123
9 H -1.0965 -1.8499 -1.2137
10 H 0.0899 0.4994 -3.1202
11 H -0.6747 -0.3987 2.8473

Model two:
DFT (ωB97M-V/def2-TZVPD) results for a single C3H6BN molecule.

## Properties
Structure (SMILES): C=BNC=C
LUMO energy, eV: 0.032
Kohn-Sham gap, eV: 8.071

Positions of all 11 atoms, in Å:
1 N -1.0366 0.7605 -0.0548
2 C -1.2225 -0.6083 0.2085
3 C -0.3610 -1.4597 -0.2083
4 C 1.6530 1.1144 0.0815
5 B 0.2491 1.3043 -0.1340
6 H 1.9947 0.2158 0.6286
7 H -0.4232 -2.5375 -0.5114
8 H -1.6513 1.4070 0.3892
9 H 0.5342 -0.8866 -0.5273
10 H -2.2178 -0.9265 0.5950
11 H 2.4814 1.6166 -0.4668

Most stable: model two (next structure +19.0 kcal/mol)

Model one:
DFT (ωB97M-V/def2-TZVPD) results for 2 unconnected molecules or ions with the total composition C4H13N3.

## Properties
LUMO energy (spin up / spin down), eV: -0.620 / -0.637
Kohn-Sham gap (spin up / spin down), eV: 8.881 / 8.862

Positions of all 20 atoms, in Å:
1 N 2.8152 -0.6598 0.4316
2 N 2.5028 0.6238 0.6309
3 N 2.7829 0.8649 -0.7462
4 C -0.9696 1.3298 0.0168
5 C -0.6166 -0.8924 -1.1158
6 C -0.9091 -0.1871 0.2124
7 C -2.1980 -0.7192 0.8442
8 H -3.0552 -0.5192 0.1951
9 H -2.3903 -0.2440 1.8088
10 H 3.7639 0.5936 -0.8932
11 H 3.0814 1.1067 1.3182
12 H -0.5064 -1.9715 -0.9793
13 H -0.0852 -0.4014 0.9027
14 H -1.4370 -0.7344 -1.8215
15 H -1.1392 1.8424 0.9666
16 H 0.2946 -0.5007 -1.5736
17 H 2.0435 -1.0338 -0.1239
18 H -2.1452 -1.7984 1.0064
19 H -1.7888 1.5964 -0.6577
20 H -0.0438 1.7044 -0.4228

Model two:
DFT (ωB97M-V/def2-TZVPD) results for 2 unconnected molecules or ions with the total composition C4H13N3.

## Properties
Structure (SMILES): [H]/N=C/N.CN(C)C
LUMO energy, eV: 1.031
Kohn-Sham gap, eV: 9.686

Positions of all 20 atoms, in Å:
1 N 1.8361 1.0466 -0.5195
2 N -0.7199 0.1196 0.6667
3 N 1.8655 -0.7876 -2.0102
4 C -1.3685 -0.0293 -0.6674
5 C -1.6641 0.5618 1.6981
6 C -0.1935 -1.1806 1.1253
7 C 2.2138 0.4085 -1.6761
8 H 2.5864 -1.2390 -2.5635
9 H -0.6345 -0.5048 -1.3231
10 H 2.0348 2.0288 -0.4528
11 H 2.8181 0.9877 -2.3596
12 H -2.5684 -0.1432 1.7955
13 H -1.0717 0.7239 2.6432
14 H -2.3017 -0.6503 -0.6043
15 H 0.3822 -0.9734 2.0833
16 H 1.1139 0.6548 0.0798
17 H -0.9854 -1.9059 1.4014
18 H -1.6419 0.9870 -1.0686
19 H -2.1874 1.4639 1.3564
20 H 0.4863 -1.5685 0.3955

Most stable: model two (next structure +87.5 kcal/mol)

Model one:
DFT (ωB97M-V/def2-TZVPD) results for a single C4H13N3 molecule.

## Properties
Structure (SMILES): C[C@H](CN)NCN
LUMO energy, eV: 1.112
Kohn-Sham gap, eV: 9.186

Positions of all 20 atoms, in Å:
1 N 1.9168 0.7931 1.1058
2 N 1.2413 -1.5989 -0.7783
3 N 0.0674 1.0861 -0.3760
4 C 0.4900 1.2959 1.0119
5 C -0.1387 -1.4389 -0.3080
6 C -2.1232 0.0649 -0.1225
7 C -0.7530 -0.0728 -0.7841
8 H 2.5840 1.5262 1.2876
9 H 0.4502 2.3787 1.1303
10 H -0.7062 -2.1632 -0.8937
11 H 1.9791 0.0152 1.7487
12 H -2.5382 -0.8171 0.3421
13 H -2.7839 0.3602 -0.9427
14 H -0.1930 0.6770 1.5906
15 H -0.6760 -0.1228 -1.8700
16 H -2.2755 0.9174 0.5540
17 H 1.7151 -0.7039 -0.7177
18 H 1.2347 -1.9168 -1.7365
19 H -0.2992 -1.6654 0.7525
20 H 0.8082 1.3851 -0.9940

Model two:
DFT (ωB97M-V/def2-TZVPD) results for 2 unconnected molecules or ions with the total composition C4H13N3.

## Properties
Structure (SMILES): [H]/N=N\N.CC(C)C
LUMO energy, eV: 0.953
Kohn-Sham gap, eV: 9.997

Positions of all 20 atoms, in Å:
1 N -2.6384 -1.0231 0.9959
2 N -1.8764 -1.3956 0.1281
3 N -2.3648 0.0529 1.7600
4 C 1.1360 -0.5225 -1.7759
5 C 1.1680 0.4182 -0.5848
6 C 1.1439 -0.4638 0.8157
7 C 0.0514 1.4448 -0.6226
8 H 1.0735 0.2429 1.6428
9 H -0.8389 -0.9720 0.1650
10 H -0.9274 0.9687 -0.6535
11 H 1.2031 0.0446 -2.7052
12 H 2.1474 -0.8824 0.8676
13 H 0.5609 -1.3598 1.0190
14 H 0.1417 2.0662 -1.5152
15 H -2.9421 0.1656 2.5776
16 H 0.0882 2.0986 0.2494
17 H 1.9772 -1.2125 -1.7442
18 H 2.1287 0.9377 -0.5488
19 H -1.4444 0.4906 1.7234
20 H 0.2126 -1.0990 -1.7943

Most stable: model one (next structure +33.5 kcal/mol)